(1)
# C5H13NO

C5H13NO in the gas phase at a distorted geometry (the ωB97M-V functional and the def2-TZVPD basis, OMol25).

Structure (XYZ):
```
20
Properties=species:S:1:pos:R:3
C 0.22843 -0.15406 1.78330
C 0.56967 0.31642 0.32248
C 0.02323 1.77541 0.25746
O 0.52132 2.42850 -0.90084
N 0.15109 -0.54672 -0.75334
C 0.25925 -1.97533 -0.39411
C -1.09486 -0.29813 -1.43659
H -0.70469 -0.71355 1.81138
H 0.06694 0.69669 2.44942
H 1.01241 -0.69920 2.31516
H 1.66345 0.45938 0.30843
H 0.26341 2.34086 1.15554
H -1.04726 1.67710 0.06329
H 1.47126 2.46250 -0.91628
H 1.26248 -2.15655 -0.01912
H 0.22449 -2.50754 -1.35829
H -0.59751 -2.34993 0.16528
H -1.96000 -0.53373 -0.79741
H -1.10034 0.74180 -1.76189
H -1.21278 -0.96391 -2.29387
```

Values from the calculation:
energy relative to the best compared isomer or geometry (same formula, charge and spin)	41.6	kcal per mole
frontier orbital gap	9.26	eV
SMILES	C[C@H](CO)N(C)C
HOMO	-8.226	eV
max |F|	2.62	eV Å⁻¹

---

(2)
# C9H8O4S

A molecular structure, C9H8O4S at a distorted geometry (the ωB97M-V functional and the def2-TZVPD basis, OMol25).

Structure (XYZ):
```
22
Properties=species:S:1:pos:R:3
C -3.09533 -1.07834 0.48815
C -2.64821 0.03141 -0.13814
C -1.90004 -1.78910 0.20303
C -1.49970 -0.61391 -0.86107
C 1.71397 -0.55207 -1.62567
C 1.16169 0.03625 -0.54928
C -0.64712 -1.42721 0.98162
C -0.21712 -0.17454 0.01746
C 2.69460 1.77856 0.37015
O -0.17263 2.40651 -0.25495
O -1.77752 -1.92154 -1.12442
O -2.53003 1.31173 0.21280
O 1.73826 0.73254 0.46659
S -0.78634 1.45970 0.65334
H -3.93958 -1.27430 1.03063
H 2.68251 -0.40485 -1.96941
H 1.14548 -1.19537 -2.39843
H -0.91023 -1.22603 2.07198
H 0.14612 -2.24538 1.12009
H 2.66915 2.40632 -0.53248
H 3.70961 1.42603 0.58083
H 2.46247 2.31360 1.25718
```

Values from the calculation:
energy relative to the best compared isomer or geometry (same formula, charge and spin)	246.4	kcal per mole
frontier orbital gap	8.28	eV
HOMO	-8.028	eV
max |F|	4.17	eV Å⁻¹

---

(3)
# C7H16O4SSi

A molecular structure, C7H16O4SSi at a distorted geometry (the ωB97M-V functional and the def2-TZVPD basis, OMol25).

Structure (XYZ):
```
29
Properties=species:S:1:pos:R:3
O 0.97741 -2.34844 2.91499
O -0.34440 2.27559 -2.13990
O -2.02747 1.06086 -0.42987
O -0.51625 -0.50330 -1.90246
S 2.43712 -0.45479 1.98962
C 2.11383 -1.99123 2.82941
C -1.09135 3.42696 -1.81156
C -2.64054 -0.14876 -0.25875
C -1.13671 -0.73834 -3.10298
C 3.23856 -2.69124 3.59975
C 0.85134 -0.27819 1.14379
C 0.73120 0.93029 0.23888
Si -0.59323 0.98123 -1.14971
H -0.59520 3.90339 -0.95939
H -2.06500 3.17071 -1.52223
H -0.86408 4.10095 -2.62197
H -3.36169 -0.30489 -1.03086
H -1.78787 -0.90360 -0.40940
H -3.07426 -0.14980 0.71343
H -1.54246 0.06256 -3.68577
H -1.82321 -1.62059 -3.04454
H -0.29539 -1.07621 -3.85369
H 3.27451 -2.19000 4.50536
H 4.24881 -2.59175 3.12737
H 2.99456 -3.64639 3.83998
H 0.58503 -1.09374 0.43761
H 0.13107 -0.12938 1.93341
H 0.43641 1.78679 0.85697
H 1.73926 1.16131 -0.20748
```

Values from the calculation:
energy relative to the best compared isomer or geometry (same formula, charge and spin)	0.0	kcal per mole
frontier orbital gap	10.05	eV
HOMO	-9.254	eV
max |F|	4.72	eV Å⁻¹

---

(4)
# C31H64Br26N2O3S

A molecular structure, C31H64Br26N2O3S at a distorted geometry (the ωB97M-V functional and the def2-TZVPD basis, OMol25).

Structure (XYZ):
```
127
Properties=species:S:1:pos:R:3
C -4.19848 1.10447 -4.74750
O -4.66954 0.03005 -5.58756
C -3.95205 -1.20167 -5.35785
C -4.56286 -2.09936 -4.18863
C -3.49653 -3.01723 -3.42235
N -2.33135 -2.16956 -3.03777
S -0.80547 -2.97075 -3.23413
C -2.48464 -1.55613 -1.71462
O -2.30892 -2.10487 -0.62164
O -2.82627 -0.15730 -1.69889
N -1.68345 0.55826 -1.32145
H -3.19371 0.91540 -4.25130
H -4.07508 2.01955 -5.43380
H -4.95418 1.39420 -3.93710
H -4.03362 -1.81587 -6.32462
H -2.84960 -0.94811 -5.23888
H -5.12415 -1.47717 -3.40013
H -5.35475 -2.79369 -4.64014
H -3.22089 -3.86662 -4.14070
H -4.01208 -3.51058 -2.52441
H -0.02483 -2.00993 -3.89733
H -2.07101 1.48873 -1.06614
H -1.09484 0.74699 -2.15194
Br 2.69527 1.99091 2.08220
C 0.95978 1.29301 1.53021
C 1.11155 0.14745 0.56287
Br 1.57460 0.78438 -1.21857
H 0.39559 2.13089 1.12275
H 0.48396 0.95448 2.45324
H 0.16216 -0.37755 0.43891
H 1.87961 -0.56453 0.85560
Br 1.81451 -0.53477 5.08297
C 1.33733 1.29198 5.57124
C 0.07245 1.32908 6.38962
Br -1.50199 1.07117 5.26836
H 1.26865 1.86034 4.64466
H 2.18341 1.65871 6.15512
H -0.05876 2.31133 6.84360
H 0.03791 0.56680 7.16635
Br 2.43235 -3.86263 -3.29581
C 3.83156 -2.55487 -2.93388
C 4.54620 -2.86529 -1.64089
Br 3.46676 -2.35088 -0.10426
H 3.35943 -1.57260 -2.93880
H 4.51474 -2.62847 -3.78204
H 5.45548 -2.27801 -1.56042
H 4.78249 -3.91775 -1.52644
Br -0.26665 4.19723 8.84098
C 0.74818 5.73136 8.19473
C 0.17885 6.25742 6.90161
Br 0.67365 5.12036 5.39712
H 1.78646 5.41413 8.11255
H 0.66372 6.47975 8.98450
H 0.59953 7.23688 6.66863
H -0.90850 6.32513 6.90512
Br 2.20292 0.08616 9.23347
C 1.37908 -1.58173 8.64931
C 1.97564 -2.76748 9.36511
Br 3.72880 -3.22030 8.64422
H 1.49082 -1.62928 7.56736
H 0.32081 -1.47695 8.89682
H 1.36443 -3.65731 9.20687
H 2.10381 -2.60550 10.43474
Br 4.22566 4.49243 9.93079
C 5.46316 5.98612 9.73113
C 4.74015 7.30786 9.78942
Br 3.80804 7.67737 8.11736
H 6.00234 5.82963 8.79814
H 6.15822 5.89203 10.56748
H 5.45071 8.12962 9.90630
H 3.99825 7.35851 10.58578
Br -0.09967 -3.67537 -5.72537
C -0.62710 -4.75728 -7.26251
C 0.08053 -6.08898 -7.28079
Br 1.92257 -5.89951 -7.88901
H -0.43503 -4.15875 -8.15210
H -1.70401 -4.89692 -7.14819
H -0.38849 -6.75855 -8.00202
H 0.11379 -6.57688 -6.30697
Br -2.60900 4.21847 2.42128
C -4.37978 3.56798 1.93011
C -4.29245 2.45695 0.91413
Br -3.90352 3.15293 -0.86529
H -4.94932 4.42817 1.58121
H -4.81568 3.20225 2.86141
H -5.25337 1.94959 0.81671
H -3.52077 1.72249 1.14394
Br 6.68138 -6.71494 0.99249
C 7.23025 -5.10995 1.95375
C 6.19465 -4.01928 1.83373
Br 6.26325 -3.16250 0.08318
H 8.20554 -4.82363 1.56359
H 7.33787 -5.42524 2.99323
H 6.39556 -3.22067 2.55016
H 5.17384 -4.37611 1.97097
Br -5.48229 -1.68403 -8.74743
C -4.97317 0.19530 -8.67756
C -4.44753 0.66882 -10.00952
Br -2.62623 0.04252 -10.31476
H -4.25406 0.29956 -7.86603
H -5.88923 0.72802 -8.41491
H -4.38095 1.75777 -10.03039
H -5.04594 0.32960 -10.85430
Br 7.78745 8.36435 9.00879
C 9.25617 8.85655 10.19173
C 9.61715 7.72036 11.11511
Br 8.32295 7.54749 12.56216
H 8.95200 9.76057 10.71717
H 10.08955 9.09105 9.52724
H 10.57099 7.91511 11.60763
H 9.66316 6.75493 10.61257
Br -8.26830 -1.35899 -6.41803
C -9.15952 -2.97610 -7.04262
C -8.52335 -4.21292 -6.45795
Br -6.84068 -4.63314 -7.34809
H -9.13643 -2.95215 -8.13136
H -10.19231 -2.87902 -6.70326
H -9.15758 -5.08519 -6.62381
H -8.30683 -4.12377 -5.39401
Br -4.03884 -4.53557 -9.74693
C -2.33934 -4.12433 -10.60715
C -1.93861 -5.20307 -11.58260
Br -1.25323 -6.76524 -10.64115
H -1.61161 -3.97383 -9.81207
H -2.50589 -3.17777 -11.12502
H -1.11604 -4.86239 -12.21341
H -2.75736 -5.54418 -12.21494
```

Values from the calculation:
frontier orbital gap	8.35	eV
HOMO	-8.081	eV
max |F|	5.12	eV Å⁻¹

---

Listing total energy for the structures above in their given order: -328.2526; -1046.5531; -1265.0200; -68877.1641 hartree.